Record 1
DFT (ωB97M-V/def2-TZVPD) results for one molecule with the formula C2H4INS2.

Geometry as XYZ:
```
10
Properties=species:S:1:pos:R:3:forces:R:3
C -0.850161 0.538474 0.493647 1.85 -0.17 -2.08
C 0.103759 -0.667335 -0.059636 0.61 0.78 1.78
N 1.369831 -0.938212 -0.253397 -2.96 0.66 0.09
S -0.703899 1.899358 -0.753596 -1.39 -0.28 0.02
S -0.939324 -2.069750 -0.188564 0.67 -0.32 -0.18
I 2.819121 0.432163 -0.150545 0.29 0.66 0.24
H -0.676744 0.888776 1.554926 -0.36 -0.78 -1.31
H -1.856375 0.177978 0.172643 0.56 0.37 1.25
H 0.469064 2.385881 -0.487473 1.15 0.26 0.46
H 0.264730 -2.647336 -0.328009 -0.43 -1.18 -0.27
```
Positions in Å, forces in eV/Å.

## Properties
ΔE to the lowest compared entry with this formula, charge and spin = 75.4 kJ/mol
Spin multiplicity = 1
LUMO = 0.0015 hartree
Calculated total energy = -1227.35399 a.u.
SMILES string = SC/C(S)=N\I
Kohn-Sham gap = 9.042 eV


Record 2
DFT (ωB97M-V/def2-TZVPD) results for C2H4LiMgO2 as an isolated structure.

Geometry as XYZ:
```
10
Properties=species:S:1:pos:R:3:forces:R:3
O -2.713868 0.444035 0.042500 0.01 0.86 -0.02
H -3.400589 0.124465 -0.541435 -0.06 0.03 0.03
C -0.019041 -0.596752 -0.497237 1.37 0.88 0.39
C 0.629236 0.311334 0.298348 0.38 -0.58 -2.57
O 0.363093 1.626387 0.255040 -0.19 0.21 0.27
H -0.560589 -0.224588 -1.376900 -0.55 -0.47 0.94
H 0.222760 -1.656152 -0.391270 0.03 0.34 -0.26
H 1.666393 0.072611 0.587270 -0.67 -0.33 1.20
Mg 1.330953 3.234498 0.942819 0.01 -0.01 -0.03
Li -1.521160 1.776677 0.112389 -0.33 -0.92 0.03
```
Positions in Å, forces in eV/Å.

## Properties
ΔE to the lowest compared entry with this formula, charge and spin = 86.6 kJ/mol
Spin multiplicity = 1
LUMO = 0.1088 hartree
Calculated total energy = -436.74786 a.u.
Charge = -1
Kohn-Sham gap = 5.284 eV


Record 3
DFT (ωB97M-V/def2-TZVPD) results for C2H4LiO2Tb as an isolated structure.

Geometry as XYZ:
```
10
Properties=species:S:1:pos:R:3:forces:R:3
O -0.133283 -0.878647 -0.107234 2.63 -0.76 0.16
C -0.914659 0.224007 -0.328459 -1.04 1.44 -0.10
C -0.129238 1.485398 -0.159957 -1.02 0.28 -0.98
O 1.071639 1.449578 0.095881 0.37 -0.41 0.54
H -1.778388 0.304942 0.365495 0.21 -0.20 -0.18
H -1.359893 0.272622 -1.344674 0.14 -0.08 0.27
H -0.614522 2.451219 -0.380549 0.09 -0.16 0.30
Tb 2.001274 -0.580529 0.406002 -0.02 0.88 0.40
Li 0.248812 -2.641072 -0.182898 -1.28 -1.03 0.40
H 1.608254 -2.087515 1.636393 -0.07 0.04 -0.81
```
Positions in Å, forces in eV/Å.

## Properties
ΔE to the lowest compared entry with this formula, charge and spin = 108.6 kJ/mol
Spin multiplicity = 7
<S²> = 12.7204
LUMO (spin up / spin down) = -0.3709 / -0.3492 hartree
Calculated total energy = -1060.42860 a.u.
Charge = +2
Kohn-Sham gap (spin up / spin down) = 8.936 / 9.379 eV


Record 4
DFT (ωB97M-V/def2-TZVPD) results for C2H4LiOTl as an isolated structure.

Geometry as XYZ:
```
9
Properties=species:S:1:pos:R:3:forces:R:3
O 1.197779 0.487685 0.563854 -1.39 3.02 0.11
Tl 2.449955 -1.158884 1.033067 0.41 -1.37 0.12
C 0.117770 -0.456065 0.441160 -0.24 -0.13 0.45
C -0.642321 -0.234163 -0.839009 -0.18 1.81 -0.31
H -0.603594 -0.341377 1.295924 0.28 -0.11 -0.10
H 0.018509 -0.276904 -1.720021 -0.31 -0.38 0.22
H -1.515938 -0.899083 -0.926658 0.35 0.26 -0.13
H -1.041700 0.905400 -0.936479 0.38 -1.64 0.23
Li 0.019541 1.973391 1.088161 0.71 -1.46 -0.58
```
Positions in Å, forces in eV/Å.

## Properties
ΔE to the lowest compared entry with this formula, charge and spin = 0.0 kJ/mol
Spin multiplicity = 1
LUMO = -0.0353 hartree
Calculated total energy = -333.76839 a.u.
Kohn-Sham gap = 4.749 eV


Record 5
DFT (ωB97M-V/def2-TZVPD) results for C2H4LiOTl as an isolated structure.

Geometry as XYZ:
```
9
Properties=species:S:1:pos:R:3:forces:R:3
C -0.064365 0.277218 0.124558 2.12 1.29 -1.45
H 0.276031 1.214810 0.579606 -0.26 -0.46 1.03
C -1.133542 0.436079 -0.745514 -0.20 0.22 0.21
H -2.003316 1.006621 -0.420202 0.13 0.08 -0.19
H -0.970394 0.333186 -1.828562 -0.18 -0.02 0.16
O 0.808875 -0.757897 0.005571 3.46 6.25 3.50
Li 2.221250 -1.098714 1.160822 0.86 -0.24 0.23
Tl -0.509920 -1.858724 -0.791897 -6.16 -7.49 -4.24
H 1.375379 0.447421 1.915618 0.23 0.37 0.74
```
Positions in Å, forces in eV/Å.

## Properties
ΔE to the lowest compared entry with this formula, charge and spin = 0.0 kJ/mol
Spin multiplicity = 1
LUMO (spin up / spin down) = -0.4588 / -0.3810 hartree
Calculated total energy = -332.96060 a.u.
Charge = +2
Kohn-Sham gap (spin up / spin down) = 7.117 / 8.589 eV


Record 6
DFT (ωB97M-V/def2-TZVPD) results for a 2-piece molecular cluster, C2H4N2 overall.

Geometry as XYZ:
```
8
Properties=species:S:1:pos:R:3:forces:R:3
C -0.246428 -0.350343 -1.610082 1.08 0.77 0.80
C -0.533512 -0.372765 -0.340405 2.05 0.32 -1.12
N 0.554198 0.752984 2.113603 -0.81 -2.17 -3.42
N 1.053028 -0.082857 1.409477 -1.22 2.22 1.69
H -0.876600 -0.574044 -2.402914 -1.98 -0.72 -1.01
H 0.619571 0.041722 -2.050787 1.84 0.34 -0.01
H -1.478957 -0.608778 -0.050129 -2.44 -0.80 1.82
H 0.908700 1.194081 2.931238 1.50 0.04 1.25
```
Positions in Å, forces in eV/Å.

## Properties
ΔE to the lowest compared entry with this formula, charge and spin = 547.0 kJ/mol
Spin multiplicity = 1
LUMO (spin up / spin down) = 0.0203 / 0.0199 hartree
Calculated total energy = -187.90998 a.u.
Kohn-Sham gap (spin up / spin down) = 9.108 / 8.901 eV


Record 7
DFT (ωB97M-V/def2-TZVPD) results for a 2-piece molecular cluster, C2H4N2 overall.

Geometry as XYZ:
```
8
Properties=species:S:1:pos:R:3:forces:R:3
C 0.895451 -1.782730 0.420401 0.88 -0.87 -0.51
C -0.985545 1.776269 -0.244857 0.96 0.04 -1.37
N 0.241679 -1.216483 -0.448388 -1.02 0.28 -0.98
N 0.142434 1.271374 -0.288942 0.98 0.00 0.79
H 1.252701 -2.828956 0.098243 -0.26 1.19 1.15
H 1.181896 -1.197654 1.304575 0.23 -0.65 0.17
H -0.970529 2.881972 -0.251405 -0.80 -0.33 0.35
H -1.758088 1.096207 -0.589627 -0.97 0.34 0.41
```
Positions in Å, forces in eV/Å.

## Properties
ΔE to the lowest compared entry with this formula, charge and spin = 460.5 kJ/mol
Spin multiplicity = 1
LUMO (spin up / spin down) = 0.0133 / 0.0088 hartree
Calculated total energy = -187.94291 a.u.
Kohn-Sham gap (spin up / spin down) = 9.659 / 9.542 eV


Record 8
DFT (ωB97M-V/def2-TZVPD) results for one molecule with the formula C2H4N2.

Geometry as XYZ:
```
8
Properties=species:S:1:pos:R:3:forces:R:3
C 1.475238 0.040586 -0.055367 1.45 0.69 -0.27
C -1.503054 -0.034379 0.166456 -2.33 2.06 -1.44
H 2.558084 0.011466 0.240670 -1.30 -0.38 -0.09
H 1.204926 0.896589 -0.689750 -0.18 -0.24 0.15
H -1.437783 0.799729 0.946679 -0.09 -1.30 -0.78
H -2.375657 -0.067182 -0.648868 1.36 0.24 2.55
N 0.660371 -0.874705 0.252808 0.24 0.29 1.12
N -0.582125 -0.772104 -0.212631 0.86 -1.36 -1.24
```
Positions in Å, forces in eV/Å.

## Properties
ΔE to the lowest compared entry with this formula, charge and spin = 251.4 kJ/mol
Spin multiplicity = 1
LUMO = 0.0419 hartree
Calculated total energy = -188.02257 a.u.
SMILES string = C=NN=C
Kohn-Sham gap = 10.685 eV


Record 9
DFT (ωB97M-V/def2-TZVPD) results for a 2-piece molecular cluster, C2H4N2 overall.

Geometry as XYZ:
```
8
Properties=species:S:1:pos:R:3:forces:R:3
C -1.626136 0.557854 -0.336496 -0.92 0.93 -0.09
C 2.164438 -0.257662 0.477881 0.62 -0.88 0.56
N -2.078895 -0.227803 0.359967 0.44 0.48 -0.57
N 1.441754 0.060103 -0.340403 -0.23 -0.28 -2.67
H -1.320916 1.461689 -1.012126 -0.60 -1.86 1.32
H 2.844076 -0.723190 1.239545 -0.59 0.80 -0.48
H -2.505020 -0.948168 0.985948 0.31 0.63 -0.56
H 1.080700 0.077180 -1.374313 0.96 0.18 2.49
```
Positions in Å, forces in eV/Å.

## Properties
ΔE to the lowest compared entry with this formula, charge and spin = 72.1 kJ/mol
Spin multiplicity = 1
LUMO = -0.3708 hartree
Calculated total energy = -187.27431 a.u.
Charge = +2
Kohn-Sham gap = 15.042 eV


Record 10
DFT (ωB97M-V/def2-TZVPD) results for one molecule with the formula C2H4N2O.

Geometry as XYZ:
```
9
Properties=species:S:1:pos:R:3:forces:R:3
C 0.613049 -0.361554 0.056599 0.45 0.52 -0.14
C -0.374012 0.766845 0.058403 0.13 -0.06 -0.07
O 0.117269 -1.592835 0.236797 -0.32 -0.41 0.03
N 1.851932 -0.226587 -0.146052 -0.09 -0.35 0.11
N -1.602232 0.707292 -0.199026 -0.57 0.13 -0.04
H -0.830660 -1.556346 0.436172 0.31 0.03 0.00
H 2.157379 0.731433 -0.279577 -0.32 0.09 0.05
H -1.972738 -0.218834 -0.425160 0.24 -0.01 0.04
H 0.040012 1.750586 0.261846 0.18 0.05 0.02
```
Positions in Å, forces in eV/Å.

## Properties
ΔE to the lowest compared entry with this formula, charge and spin = 87.8 kJ/mol
Spin multiplicity = 1
LUMO = 0.0111 hartree
Calculated total energy = -263.32982 a.u.
SMILES string = [H]/N=C\C(O)=N/[H]
Kohn-Sham gap = 10.544 eV